ORCA calculation (ωB97M-V/def2-TZVPD) on a structure of composition C26H46BN6O2S3SeSiW.

The highest occupied orbital energy (alpha / beta) comes out at -9.678 / -10.648 eV. The spin multiplicity is 3. As for the total charge: +1. For the total energy, the calculation gives -5474.85373 hartree. Its relative energy (zero: lowest compared OMol25 entry of this formula, charge and spin) is 0.563 eV. Its frontier orbital gap (alpha / beta) is 6.23 / 7.34 eV.

Geometry as XYZ:
```
87
Properties=species:S:1:pos:R:3:mulliken_charge:R:1
W -0.12 0.03 0.81 0.251
C 5.46 -1.17 1.43 -1.456
C 5.00 -1.76 0.10 1.137
C 4.15 -3.03 0.27 -1.464
C 6.24 -2.12 -0.72 -2.220
N 4.20 -0.74 -0.66 0.458
C 4.53 -0.29 -1.93 -0.184
C 3.57 0.56 -2.32 -1.457
N 2.62 0.64 -1.32 0.716
B 1.39 1.56 -1.63 -0.326
N 0.47 0.91 -2.65 0.620
C 0.03 1.50 -3.82 -1.138
C -0.75 0.61 -4.46 -0.321
N -0.80 -0.54 -3.68 0.330
C -0.05 -0.32 -2.58 -0.008
S 0.23 -1.38 -1.25 -0.243
C -1.62 -1.75 -3.99 1.297
C -2.70 -1.90 -2.91 -1.554
C -0.71 -2.97 -4.06 -1.543
C -2.30 -1.56 -5.34 -2.207
N 0.65 1.96 -0.28 0.259
C 1.35 2.95 0.43 -1.441
C 0.48 3.77 1.01 -0.430
N -0.80 3.35 0.69 0.561
C -0.71 2.22 -0.04 0.626
S -1.95 1.13 -0.52 -0.263
C -2.06 3.93 1.28 1.438
C -3.07 4.17 0.16 -1.706
C -1.70 5.27 1.92 -2.158
C -2.60 2.99 2.36 -1.458
C 3.02 -0.16 -0.31 0.180
S 2.25 -0.46 1.23 -0.068
H 6.09 -1.90 1.93 0.488
H 4.63 -0.93 2.09 0.270
H 6.04 -0.27 1.26 0.392
H 4.75 -3.77 0.79 0.499
H 3.87 -3.43 -0.70 0.381
H 3.25 -2.85 0.85 0.274
H 6.81 -2.84 -0.14 0.466
H 6.88 -1.25 -0.89 0.480
H 5.98 -2.58 -1.67 0.480
H 5.42 -0.60 -2.43 0.567
H 3.47 1.12 -3.24 0.658
H 1.81 2.58 -2.11 -0.089
H 0.32 2.50 -4.09 0.635
H -1.26 0.69 -5.40 0.555
H -2.27 -2.09 -1.93 0.343
H -3.35 -2.73 -3.18 0.493
H -3.31 -0.99 -2.86 0.341
H -0.25 -3.19 -3.09 0.336
H 0.08 -2.82 -4.80 0.394
H -1.30 -3.84 -4.35 0.483
H -2.99 -0.72 -5.34 0.491
H -2.87 -2.46 -5.56 0.457
H -1.57 -1.43 -6.15 0.506
H 2.43 2.97 0.42 0.770
H 0.66 4.62 1.64 0.517
H -2.60 4.63 -0.71 0.371
H -3.83 4.86 0.53 0.523
H -3.57 3.26 -0.14 0.346
H -1.22 5.95 1.21 0.456
H -1.06 5.15 2.79 0.492
H -2.62 5.74 2.25 0.467
H -2.81 2.00 1.96 0.181
H -3.52 3.42 2.75 0.591
H -1.88 2.90 3.18 0.227
C -2.81 -3.41 4.20 -1.025
Si -3.31 -2.36 2.74 0.351
C -4.13 -0.76 3.23 -0.936
C -4.22 -3.29 1.41 -0.988
Se -1.27 -1.83 1.77 -0.149
H -3.70 -3.77 4.72 0.369
H -2.22 -2.83 4.90 0.308
H -2.23 -4.27 3.88 0.325
H -5.07 -0.93 3.76 0.473
H -4.35 -0.16 2.34 0.220
H -3.47 -0.18 3.88 0.240
H -5.17 -3.68 1.78 0.385
H -3.63 -4.14 1.05 0.317
H -4.43 -2.63 0.56 0.248
C 1.03 0.21 4.34 -1.207
C 0.71 1.41 3.50 0.430
O 1.02 2.54 3.81 -0.572
O 0.00 1.19 2.39 0.280
H 0.51 0.31 5.29 0.337
H 2.10 0.20 4.56 0.323
H 0.73 -0.73 3.87 0.203
```

=====

ORCA calculation (ωB97M-V/def2-TZVPD) on a structure of composition C26H31BrMnN4O3S2.

The highest occupied orbital energy (alpha / beta) comes out at -6.571 / -6.474 eV. The spin multiplicity is 2. For the total energy, the calculation gives -5975.53694 hartree. Its relative energy (zero: lowest compared OMol25 entry of this formula, charge and spin) is 0.000 eV. Its frontier orbital gap (alpha / beta) is 6.83 / 6.73 eV.

Geometry as XYZ:
```
68
Properties=species:S:1:pos:R:3:mulliken_charge:R:1
Mn -0.54 -0.01 0.09 0.829
C 0.05 1.26 -2.69 -1.159
N 0.46 1.48 -1.29 1.820
C -0.04 2.79 -0.81 -1.121
C 0.08 2.91 0.69 -1.431
N -0.78 1.91 1.34 1.536
C -2.17 2.39 1.43 -1.493
C -0.38 1.53 2.69 -0.439
C 0.26 2.43 3.52 -0.327
C 0.60 2.07 4.82 -0.973
C 0.27 0.80 5.28 -0.657
C -0.39 -0.09 4.44 -0.712
C -0.72 0.25 3.13 0.867
S -1.51 -0.89 2.05 -0.540
C 1.92 1.46 -1.18 -0.673
C 2.68 2.20 -2.09 -0.770
C 4.06 2.23 -2.01 -0.985
C 4.69 1.51 -1.00 -0.684
C 3.94 0.80 -0.09 -0.846
C 2.54 0.75 -0.15 1.133
S 1.62 -0.11 1.06 -0.502
H 0.54 0.36 -3.07 0.227
H 0.29 2.11 -3.33 0.409
H -1.03 1.10 -2.74 0.342
H -1.08 2.88 -1.11 0.708
H 0.50 3.61 -1.31 0.434
H -0.18 3.93 1.00 0.510
H 1.11 2.72 0.99 0.542
H -2.22 3.27 2.08 0.301
H -2.79 1.60 1.84 0.306
H -2.54 2.67 0.45 0.495
H 0.51 3.42 3.16 0.372
H 1.12 2.77 5.46 0.402
H 0.53 0.50 6.28 0.380
H -0.63 -1.08 4.79 0.446
H 2.18 2.75 -2.87 0.300
H 4.63 2.80 -2.74 0.418
H 5.77 1.52 -0.92 0.392
H 4.44 0.26 0.71 0.475
O -6.49 -0.33 -1.86 -0.558
C -5.18 -0.26 -1.55 0.727
C -4.43 0.91 -1.63 -1.192
C -3.10 0.85 -1.29 -0.507
N -2.46 -0.25 -0.87 0.596
C -3.21 -1.36 -0.82 0.003
Br -2.44 -3.01 -0.30 -0.037
C -4.55 -1.42 -1.15 -0.775
H -6.82 0.53 -2.13 0.306
H -4.87 1.85 -1.95 0.347
H -2.50 1.73 -1.37 0.376
H -5.09 -2.35 -1.09 0.502
O 1.55 -1.68 -2.95 -0.772
C 1.12 -1.91 -1.83 -0.138
O 0.04 -1.51 -1.29 -0.374
C 1.97 -2.85 -0.94 0.498
N 1.22 -3.07 0.35 0.495
C 1.00 -4.53 0.54 -0.665
C 1.02 -5.06 -0.89 -0.441
C 2.15 -4.25 -1.52 -1.031
H 2.90 -2.33 -0.72 0.388
H 1.66 -2.56 1.13 0.410
H 0.33 -2.56 0.18 -0.643
H 0.07 -4.69 1.08 0.383
H 1.83 -4.93 1.12 0.376
H 0.07 -4.85 -1.39 0.181
H 1.19 -6.14 -0.92 0.446
H 2.11 -4.20 -2.61 0.420
H 3.12 -4.67 -1.24 0.350
```

=====

Question: Which formula does entry 2 have?
Answer: C26H31BrMnN4O3S2

=====

Question: What is the relative energy (zero: lowest compared OMol25 entry of this formula, charge and spin) in the first record?
Answer: 0.563 eV